Molecular formula: C25H36BrGe2N10V
Method: DFT, wB97M-V/def2-TZVPD

Geometry as XYZ:
```
75
C25H36BrGe2N10V (wB97M-V/def2-TZVPD)
V 0.4535 1.2840 0.9403
C -3.3159 0.0499 -2.6267
C -2.4943 0.9834 -1.7353
Ge -1.6548 0.1917 -0.0493
C -3.2299 0.0002 1.2117
C -4.3272 -0.9642 0.7598
C -1.3551 -1.6590 -0.6550
C -0.1975 -2.3114 -0.5510
Ge 1.3117 -1.2902 0.3641
C 2.3033 -2.3534 1.7983
C 2.8387 -3.7644 1.5541
C 2.6495 -0.7911 -1.1021
C 3.5042 -1.8466 -1.8069
C 0.0049 -3.6696 -1.1107
C -1.0485 -4.4362 -1.6276
C -0.8279 -5.6910 -2.1689
C 0.4521 -6.2281 -2.2117
C 1.5084 -5.4875 -1.7077
C 1.2807 -4.2304 -1.1712
H -3.5849 0.5462 -3.5650
H -4.2422 -0.2568 -2.1416
H -2.7550 -0.8498 -2.8826
H -3.1211 1.8317 -1.4376
H -1.6685 1.3894 -2.3283
H -3.6532 0.9961 1.3859
H -2.8487 -0.3471 2.1724
H -4.8257 -0.6153 -0.1454
H -5.0912 -1.0726 1.5357
H -3.9102 -1.9532 0.5618
H -2.1973 -2.1303 -1.1631
H 1.6102 -2.3724 2.6349
H 3.1308 -1.7032 2.0767
H 2.0470 -4.4743 1.3159
H 3.3303 -4.1140 2.4669
H 3.5831 -3.7916 0.7542
H 3.3111 -0.0670 -0.6261
H 2.0516 -0.2606 -1.8485
H 4.0864 -2.4327 -1.0914
H 4.2122 -1.3551 -2.4815
H 2.9000 -2.5292 -2.4045
H -2.0595 -4.0518 -1.6027
H -1.6636 -6.2580 -2.5623
H 0.6193 -7.2125 -2.6315
H 2.5155 -5.8874 -1.7305
H 2.1048 -3.6499 -0.7907
C -0.9895 5.8439 -1.6855
C -0.1925 4.8717 -0.8628
C 0.9161 5.2246 -0.1833
C 1.5062 4.1880 0.7352
C 1.4845 2.8394 0.0187
Br 2.6631 1.0153 2.1900
N 0.2413 2.5501 -0.5103
C -0.6147 3.4927 -0.7921
H -0.5067 6.8201 -1.6869
H -1.9951 5.9577 -1.2745
H -1.0925 5.4965 -2.7151
H 1.3608 6.2092 -0.2601
H 2.5027 4.4417 1.0894
H -1.6340 3.2149 -1.0292
N -1.2591 2.1081 3.9384
C -1.0047 0.7759 3.6449
N -1.4212 -0.2308 4.3933
N -0.9980 -1.3240 3.7472
N -0.3722 -0.9862 2.6708
N -0.3319 0.3524 2.5730
C -0.5692 3.0826 3.2945
N -0.4190 4.3555 3.6972
N 0.3476 4.9332 2.8008
N 0.6364 4.0364 1.9111
N 0.0711 2.8579 2.1557
H -1.6679 2.3146 4.8329
C 2.6782 2.6322 -0.8903
H 3.5761 2.4141 -0.3105
H 2.8588 3.5337 -1.4883
H 2.4876 1.8144 -1.5793
```

Calculated values
* net charge: -1
* electronic energy: -250171.297 eV
* <S²>: 3.801
* ΔE to the lowest compared entry with this formula, charge and spin: 0.796 eV
* E_LUMO (spin up / spin down): 2.05 / 1.52 eV
* multiplicity: 4

Results of the Mulliken charge analysis, in e, for atoms 1 through 5:
1. V -1.264
2. C -1.189
3. C -0.702
4. Ge 1.957
5. C -0.659